No. 1
Formula: C5H8N
Source: the Open Molecules 2025 dataset
Level of theory: ωB97M-V/def2-TZVPD

Output
**Energy above the lowest of the compared OMol25 structures with the same formula, charge and spin**: 361.7 kJ/mol
**SMILES**: C=CCC=[N+]=C
**Net charge**: +1

Atoms and positions in Å:
C (-0.1618, -1.0018, -2.6673)
C (-0.6047, -0.9724, -1.4503)
C (0.3317, -0.3029, -0.3204)
C (-0.1092, 0.9274, 0.4797)
N (0.1612, 1.1571, 1.7105)
C (0.1648, 1.2492, 2.9203)
H (0.7781, -0.6813, -2.9161)
H (-0.5156, -1.5874, -3.4371)
H (-1.2919, -1.6731, -1.1391)
H (1.3227, -0.3539, -0.8555)
H (0.4703, -1.0449, 0.6040)
H (-0.8882, 1.6319, 0.1383)
H (0.8543, 1.8979, 3.3360)
H (-0.5117, 0.7542, 3.5970)

Atoms 1-6, force components in eV/Å:
C 0.2 -0.3 0.2
C 2.0 1.8 2.4
C 0.2 -2.5 1.2
C -0.6 0.1 0.4
N -0.7 -1.4 -4.3
C -0.4 0.0 1.7

Here are the Löwdin charges for atoms 1 to 4, given in e: number 1, C, carries 0.038; number 2, C, carries -0.124; number 3, C, carries -0.095; number 4, C, carries 0.039

No. 2
Formula: C5H8N
Source: the Open Molecules 2025 dataset
Level of theory: ωB97M-V/def2-TZVPD

Output
**Energy above the lowest of the compared OMol25 structures with the same formula, charge and spin**: 611.6 kJ/mol
**Net charge**: +1

Atoms and positions in Å:
C (1.2553, 1.6042, 0.3987)
C (0.2740, 1.2370, -0.5295)
C (-0.0530, -0.1022, 0.0386)
C (-0.0645, -1.2691, -0.9059)
C (-1.0768, -0.1642, 1.1455)
N (1.2790, 0.3246, 0.5188)
H (1.8990, 2.4021, 0.7026)
H (0.7393, 1.2556, -2.2016)
H (-0.0473, -2.2023, -0.3456)
H (0.7890, -1.2506, -1.5770)
H (-0.9823, -1.2545, -1.4918)
H (-0.9642, 0.6507, 1.8580)
H (-0.9720, -1.1102, 1.6748)
H (-2.0757, -0.1212, 0.7144)

Atoms 1-6, force components in eV/Å:
C -0.4 0.1 0.4
C 1.2 -0.3 -5.0
C -1.4 -0.2 -0.2
C 0.1 -0.1 0.0
C -0.1 0.1 0.2
N 1.5 -0.1 0.4

Here are the Löwdin charges for atoms 1 to 4, given in e: number 1, C, carries 0.034; number 2, C, carries 0.114; number 3, C, carries -0.518; number 4, C, carries -0.007

No. 3
Formula: C5H8N
Source: the Open Molecules 2025 dataset
Level of theory: ωB97M-V/def2-TZVPD

Output
**Energy above the lowest of the compared OMol25 structures with the same formula, charge and spin**: 457.9 kJ/mol
**SMILES**: C=C[C@H]1[NH+]=C1C
**Net charge**: +1

Atoms and positions in Å:
C (1.0165, -2.0629, -1.1929)
C (0.9580, -0.7505, -1.4677)
C (0.9434, 0.0569, -0.2635)
N (-0.1013, 1.2968, -0.3976)
C (-0.3935, 0.2198, 0.1350)
C (-1.3895, -0.1780, 1.0821)
H (1.3552, -2.7546, -1.9541)
H (1.0394, -2.4804, -0.2721)
H (1.5973, -0.5380, -2.3423)
H (1.6163, -0.1371, 0.5180)
H (-0.0685, 2.1396, -0.9129)
H (-1.4340, -1.2855, 1.0939)
H (-2.3339, 0.3069, 0.8949)
H (-0.9738, 0.1280, 2.1104)

Atoms 1-6, force components in eV/Å:
C 0.6 1.0 -3.3
C 3.0 -2.4 -0.6
C -1.9 0.4 -1.7
N 2.8 -0.6 -0.3
C -2.2 0.8 2.1
C 0.1 -1.4 1.4

Here are the Löwdin charges for atoms 1 to 4, given in e: number 1, C, carries 0.089; number 2, C, carries -0.117; number 3, C, carries -0.075; number 4, N, carries 0.344

No. 4
Formula: C5H8N
Source: the Open Molecules 2025 dataset
Level of theory: ωB97M-V/def2-TZVPD

Output
**Energy above the lowest of the compared OMol25 structures with the same formula, charge and spin**: 399.4 kJ/mol
**Net charge**: +1

Atoms and positions in Å:
C (-2.3450, -0.5515, 0.0576)
C (1.6398, -0.1365, 0.1594)
C (-0.5338, 1.2744, -0.0062)
C (0.8292, 1.2041, 0.0194)
C (-1.3836, 0.2503, 0.0145)
N (0.9142, -1.2903, 0.0128)
H (-3.0479, -0.6113, -0.7545)
H (-2.6759, -1.0818, 1.0092)
H (2.3373, 0.0476, -0.7270)
H (2.0094, 0.0134, 1.0937)
H (-0.9124, 2.3146, -0.0323)
H (1.3271, 2.2272, -0.2239)
H (0.4744, -1.4801, -0.8628)
H (1.3673, -2.1801, 0.2401)

Atoms 1-6, force components in eV/Å:
C -2.2 -1.4 1.5
C -1.0 3.6 -4.4
C 0.8 2.1 -0.4
C 1.0 -0.4 -1.1
C 0.3 0.1 0.6
N -1.2 -2.5 0.6

Here are the Löwdin charges for atoms 1 to 4, given in e: number 1, C, carries 0.113; number 2, C, carries -0.247; number 3, C, carries -0.076; number 4, C, carries 0.091

No. 5
Formula: C5H8N
Source: the Open Molecules 2025 dataset
Level of theory: ωB97M-V/def2-TZVPD

Output
**Energy above the lowest of the compared OMol25 structures with the same formula, charge and spin**: 395.1 kJ/mol
**SMILES**: C=C[C@@H]1[C@H]2[NH2+][C@@H]12
**Net charge**: +1

Atoms and positions in Å:
C (-2.5799, -0.2062, 0.2287)
C (-1.3351, -0.5995, 0.2140)
C (-0.1747, 0.2172, -0.2335)
C (1.0821, -0.5279, -0.6171)
N (1.9784, 0.6407, -0.3961)
C (1.0259, 0.1792, 0.6571)
H (-3.3074, -0.7953, 0.5840)
H (-2.8442, 0.8310, -0.0876)
H (-1.1874, -1.4582, 0.7493)
H (-0.2299, 1.2676, -0.6067)
H (1.5037, -1.4457, -0.9618)
H (1.6536, 1.4588, -0.7813)
H (3.0027, 0.4413, -0.3302)
H (1.4121, -0.0030, 1.5813)

Atoms 1-6, force components in eV/Å:
C 1.4 4.1 -1.8
C 0.1 2.0 -0.6
C 0.3 0.6 0.5
C 0.3 1.0 0.5
N 0.9 -2.6 1.1
C 0.7 -0.6 -2.1

Here are the Löwdin charges for atoms 1 to 4, given in e: number 1, C, carries 0.080; number 2, C, carries -0.120; number 3, C, carries -0.128; number 4, C, carries -0.023

No. 6
Formula: C5H8N
Source: the Open Molecules 2025 dataset
Level of theory: ωB97M-V/def2-TZVPD

Output
**Energy above the lowest of the compared OMol25 structures with the same formula, charge and spin**: 350.8 kJ/mol
**Net charge**: +1

Atoms and positions in Å:
C (-1.2425, 1.0981, 0.1440)
C (-2.1900, -0.1036, -0.0628)
C (-1.2883, -1.0176, 0.1862)
C (0.9174, -0.5757, 0.1227)
C (-0.2350, -0.0517, 0.2555)
N (2.2396, 0.2331, -0.0090)
H (-1.0405, 1.7300, -0.6689)
H (-1.3495, 1.5316, 1.1447)
H (-3.1752, -0.2024, -0.5426)
H (-1.3497, -2.1581, 0.0830)
H (1.1226, -1.5653, -0.0543)
H (2.2431, 1.2818, 0.0502)
H (2.3206, 0.1462, -1.0653)
H (3.0275, -0.3466, 0.4166)

Atoms 1-6, force components in eV/Å:
C 0.1 -1.7 1.8
C -2.0 1.3 -1.3
C -1.2 -3.3 -0.3
C 3.9 3.0 0.6
C -1.5 -0.5 0.4
N -0.1 -1.1 -2.8

Here are the Löwdin charges for atoms 1 to 4, given in e: number 1, C, carries -0.019; number 2, C, carries -0.012; number 3, C, carries -0.054; number 4, C, carries -0.040